# 1
# C31H30N10O2OsS2Si

A molecular structure, C31H30N10O2OsS2Si (ωB97M-V with the def2-TZVPD basis set, the Open Molecules 2025 dataset).

```
77
Properties=species:S:1:pos:R:3:forces:R:3
Os -0.644615 -0.206497 0.471387 -0.1 -0.2 0.0
S 2.425054 -0.487005 0.809276 0.0 0.1 0.0
S -1.743790 3.938181 6.579964 -0.4 0.0 0.0
Si -3.430328 0.316289 -1.377987 0.0 0.0 0.0
O 3.034625 0.477537 1.660608 0.0 0.0 0.0
O 1.713241 -1.586563 1.412861 0.0 0.0 0.0
N -0.987193 1.790826 0.985077 0.1 0.0 0.0
N -1.673120 4.389128 5.038693 0.3 0.0 0.0
N 2.543301 2.033905 -0.768523 0.0 0.0 0.0
N 1.143119 0.293601 -0.015111 0.2 0.1 -0.2
N 0.619232 1.363359 -1.989022 0.0 0.0 0.0
N -1.032976 -0.398355 2.455987 -0.1 0.0 -0.1
N -1.653884 2.342561 6.405768 0.4 0.0 0.0
N 6.209110 -2.182165 -3.327770 0.0 0.0 0.0
N -0.639413 -2.298673 -0.351932 0.0 0.0 -0.1
N -1.923375 -0.562778 -0.851610 0.1 0.1 0.2
C 5.333813 -1.796622 -2.370243 0.0 0.0 0.0
C 4.036510 -2.349124 -2.323177 0.0 0.0 0.0
C 2.050445 3.050391 -2.863050 0.0 0.0 0.0
C -1.784459 -2.480092 -2.464190 0.0 0.0 0.1
C -1.497627 3.287778 4.325866 -0.1 0.0 0.0
C -1.128018 -1.588640 4.508742 0.0 0.0 0.0
C 0.737904 -4.133140 0.577484 0.0 0.0 0.0
C -0.995923 -1.553421 3.129832 0.0 0.0 0.0
C -0.113277 -3.528709 -0.493300 0.0 0.1 0.1
C 2.841984 2.897862 -1.736209 0.0 0.0 0.0
C 0.924003 2.251538 -2.936587 0.0 0.0 0.0
C 3.527259 -0.993301 -0.413722 0.0 0.0 0.0
C -1.296373 -0.406662 5.202551 0.0 0.0 0.0
C -1.181918 0.774040 3.124856 0.0 0.0 0.0
C 1.453031 1.311746 -0.952507 0.1 -0.2 -0.1
C -1.324069 0.806390 4.504987 0.0 0.0 0.0
C 3.148335 -1.952225 -1.355696 0.0 0.0 0.0
C -0.986335 2.861981 0.197688 0.0 0.0 0.0
C 5.692406 -0.822538 -1.421635 0.0 0.0 0.0
C -3.022614 1.257451 -2.925483 0.0 0.0 0.0
C -3.939352 1.407430 0.046633 0.0 0.0 0.0
C -1.336336 3.232800 2.886329 0.0 0.0 0.0
C -1.156653 4.152289 0.693506 0.0 0.0 0.0
C -1.222005 -3.739611 -2.626890 0.0 0.0 0.0
C -0.414592 -4.266292 -1.637162 0.0 0.0 0.0
C -4.744016 -0.975491 -1.609492 0.0 0.0 0.0
C -1.327448 4.348888 2.044451 0.0 0.0 0.0
C -1.485833 2.110636 5.113933 -0.1 0.0 0.0
C -1.170753 1.975768 2.315308 0.0 0.0 0.0
C -1.487685 -1.830722 -1.289133 -0.1 0.0 -0.1
C 4.798984 -0.421603 -0.456766 0.0 0.0 0.0
H 3.749334 -3.094818 -3.053556 0.0 0.0 0.0
H -2.131506 1.871267 -2.787285 0.0 0.0 0.0
H -3.808106 0.907654 1.010065 0.0 0.0 0.0
H 0.246277 2.306403 -3.781236 0.0 0.0 0.0
H 6.684478 -0.390663 -1.450499 0.0 0.0 0.0
H 5.996836 -2.950759 -3.937460 0.0 0.0 0.0
H -4.844189 -1.603742 -0.721733 0.0 0.0 0.0
H -0.848363 2.679330 -0.856358 0.0 0.0 0.0
H -3.848118 1.910836 -3.214469 0.0 0.0 0.0
H -0.007104 -5.262280 -1.733517 0.0 0.0 0.0
H -1.093467 -2.539023 5.020756 0.0 0.0 0.0
H 1.703359 -3.641366 0.655086 0.0 0.0 0.0
H -5.698528 -0.462223 -1.751872 0.0 0.0 0.0
H -1.428080 -4.314421 -3.520169 0.0 0.0 0.0
H -2.824366 0.583534 -3.761509 0.0 0.0 0.0
H -2.413538 -2.028415 -3.215128 0.0 0.0 0.0
H 0.887011 -5.190258 0.373177 0.0 0.0 0.0
H 0.255418 -4.041895 1.550390 0.0 0.0 0.0
H -4.599035 -1.624264 -2.471379 0.0 0.0 0.0
H -5.008809 1.605988 -0.059750 0.0 0.0 0.0
H 2.154445 -2.382874 -1.326896 0.0 0.0 0.0
H -3.439774 2.374540 0.079443 0.0 0.0 0.0
H 5.072291 0.326577 0.274121 0.0 0.0 0.0
H -1.147376 4.984977 0.004846 0.0 0.0 0.0
H -1.401348 -0.398844 6.280141 0.0 0.0 0.0
H 2.302007 3.751110 -3.645083 0.0 0.0 0.0
H -1.450664 5.338389 2.464777 0.0 0.0 0.0
H -0.851637 -2.442545 2.535054 0.0 0.0 0.0
H 3.741048 3.485544 -1.592528 0.0 0.0 0.0
H 7.163093 -1.869900 -3.302033 0.0 0.0 0.0
```
Forces are in eV/Å.

Output
E_LUMO: -0.2610 Ha
net charge: +2
largest force on an atom: 0.4 eV/A
energy relative to the best compared isomer or geometry (same formula, charge and spin): 142.3 kJ/mol
molar mass: 857.10 g/mol
Kohn-Sham gap: 5.56 eV

=====

# 2
# C31H30N3O4S4Tc

A molecular structure, C31H30N3O4S4Tc at a distorted geometry (ωB97M-V with the def2-TZVPD basis set, the Open Molecules 2025 dataset).

```
73
Properties=species:S:1:pos:R:3:forces:R:3
Tc -0.874051 -0.533068 -0.539718 0.6 0.0 0.3
S -2.812254 -2.656763 0.889280 -0.5 1.0 -0.3
S 2.095173 3.062115 -0.622290 0.3 -1.3 -0.1
S 0.869827 0.400925 -1.896774 0.5 0.8 0.6
S 4.666416 4.254964 0.325406 0.2 -0.1 0.1
O -2.678063 -1.235434 0.209992 -0.3 -1.3 1.0
O 0.673132 -4.270593 -0.530114 1.1 -2.7 0.3
O -0.942817 -1.838968 -2.486961 -0.3 -0.4 0.6
O -0.010226 -2.267519 -0.071628 -0.2 0.2 -0.8
N 3.289770 0.806904 -1.005513 2.6 0.7 0.8
N 4.228652 1.706805 -0.568779 -1.3 -0.9 0.4
N -1.895235 1.333043 -0.544024 0.3 1.2 2.2
C 0.808893 -0.270490 2.029778 -0.4 1.5 1.0
C -2.238078 3.364133 0.767779 -1.1 0.2 -2.4
C 1.106519 -2.932810 -3.228515 0.1 0.1 1.0
C -1.641317 2.106774 0.560320 -0.1 -0.5 -0.6
C -4.241823 3.489611 -2.349232 -2.1 0.5 -1.2
C -0.187570 0.283903 1.222882 0.0 0.2 -1.0
C -0.147728 -3.084474 -2.388531 -1.3 0.5 -0.6
C 3.814511 2.974690 -0.247281 -1.5 0.0 -0.8
C -4.491339 -2.498208 1.675057 1.9 1.8 0.2
C -3.045933 3.863434 -0.264889 1.1 -1.5 1.8
C -4.040429 1.414213 -3.469081 1.1 -1.5 -0.9
C 6.632299 1.741384 -0.421657 1.0 1.0 0.0
C -3.122076 0.961225 -2.542456 -0.8 0.7 -0.2
C -4.300518 -1.336305 2.695700 0.8 0.5 -1.4
C -1.038174 -4.255159 -2.831399 0.9 -0.5 -0.9
C -4.600971 2.666320 -3.388866 -0.9 1.3 0.2
C -2.812908 1.768572 -1.434783 -0.2 0.1 -0.9
C 5.445758 1.193337 -0.042332 -0.7 -1.5 0.9
C 1.332173 0.478535 3.085571 0.3 0.0 -0.6
C 6.483207 -0.245342 1.561235 0.0 -0.1 0.0
C 2.103927 1.327530 -1.087917 -1.3 1.2 -0.6
C -3.420328 3.060499 -1.358555 2.3 -1.0 1.6
C 7.683483 0.234729 1.118813 2.6 1.4 0.0
C -0.131329 2.283461 2.570317 -0.3 2.2 0.4
C -2.834458 -1.363388 3.182192 0.7 -0.1 -0.7
C -2.113475 -2.573424 2.589737 -0.1 0.0 -0.7
C 7.787555 1.299983 0.207597 -0.2 -0.9 0.3
C 0.202218 -3.267028 -0.925557 -0.5 2.2 0.9
C 0.914241 1.789746 3.280114 0.6 -0.9 1.6
C -0.649422 1.601322 1.496566 -0.1 -1.7 -0.6
C 5.341142 0.192497 0.963121 0.2 0.9 -1.6
H -2.009199 3.929916 1.651057 0.0 0.2 0.0
H 8.763212 1.759973 0.038621 -0.4 -0.3 -0.2
H 0.887408 -2.905286 -4.269948 -0.4 0.1 -0.9
H -1.020861 -2.497949 2.634428 -0.3 0.1 -0.5
H 1.677398 -2.039737 -2.938542 -0.1 -0.3 0.0
H 6.411073 -0.920066 2.383825 0.1 -0.6 0.2
H -5.385605 3.000620 -4.072455 0.5 -0.2 0.0
H 2.110609 0.073672 3.726153 -0.1 -0.1 -0.1
H -2.702670 -0.013071 -2.661134 0.3 -0.5 0.1
H -3.416046 4.838186 -0.184884 -0.6 1.4 0.1
H 1.685131 -3.818135 -3.051897 0.6 -0.4 0.1
H -2.368623 -3.570977 2.968308 -0.2 0.2 0.2
H -2.306680 -0.508951 2.698439 -0.3 -0.3 0.9
H 6.671960 2.571510 -1.121079 -0.1 -0.2 0.0
H -0.682304 -1.357399 -3.268747 0.2 0.1 -0.5
H -2.674479 -1.412411 4.254905 -0.2 0.5 0.1
H 1.179075 -1.242866 1.917252 0.3 -1.4 -0.6
H 4.444381 -0.328007 1.176151 -1.1 0.2 0.2
H -4.422921 -0.342828 2.174093 -0.4 -1.2 0.6
H -4.203519 0.787554 -4.355606 -0.3 0.2 0.5
H -5.002595 -1.450321 3.484925 -0.7 0.1 0.7
H -4.584435 -3.432368 2.141833 -0.4 -1.4 0.8
H -5.288880 -2.334816 0.991720 -0.4 0.1 -0.9
H -1.306827 -4.211773 -3.908980 0.3 0.2 0.6
H -4.753891 4.431352 -2.210419 0.1 0.2 -0.2
H -1.944665 -4.387062 -2.271958 -0.4 0.4 0.5
H 8.660575 -0.082299 1.530948 -0.9 -0.1 0.0
H -0.475072 -5.184461 -2.675911 0.0 0.2 -0.1
H -0.463553 3.284698 2.899164 -0.1 -0.5 -0.6
H 1.313630 2.331619 4.135129 -0.1 0.1 -0.3
```
Forces are in eV/Å.

Output
E_LUMO (spin up / spin down): -0.1084 / -0.2348 Ha
net charge: +1
2S+1: 4
largest force on an atom: 3.0 eV/A
molar mass: 734.87 g/mol
expectation value of S²: 3.804
Kohn-Sham gap (spin up / spin down): 7.25 / 3.23 eV

=====

# 3
# C31H30N6O3SSeW

A molecular structure, C31H30N6O3SSeW (ωB97M-V with the def2-TZVPD basis set, the Open Molecules 2025 dataset).

```
73
Properties=species:S:1:pos:R:3:forces:R:3
W -0.179858 0.405320 -0.277054 -0.1 0.5 -0.1
Se -1.259300 -1.833820 -0.508460 0.2 -0.2 0.1
S -2.581449 0.779985 -0.009766 0.0 -0.3 0.0
O 1.372881 -0.562392 -0.786421 0.1 0.5 0.0
O -0.476308 2.288826 -0.751150 0.2 -0.2 0.2
O 3.806293 -2.125352 -0.599679 -0.2 -0.3 0.1
N -0.244805 0.632726 -2.398202 -0.1 0.1 0.0
N 1.430732 1.380056 0.855067 0.2 -0.1 0.1
N -0.600877 0.243592 1.872137 0.0 0.1 -0.1
N -1.767112 -0.268797 2.336344 -0.2 -0.1 0.2
N -3.957959 -0.638391 1.770311 -0.1 0.0 0.0
N -0.932037 1.726889 -2.878454 0.0 0.1 0.2
C 0.337947 0.475371 2.739859 -0.1 -0.1 0.0
C 0.598569 -3.567243 0.866781 0.1 0.1 0.1
C 1.834082 -1.275839 -1.806814 0.1 -0.4 -0.2
C 3.614023 2.272295 2.270635 0.0 0.0 -0.1
C 2.994530 -2.060196 -1.672251 0.2 0.3 0.1
C -1.832041 3.818211 -2.045619 0.2 0.2 0.1
C 3.508570 2.526815 0.913255 0.0 0.0 0.1
C 3.694885 -1.280863 0.537005 0.1 0.0 0.0
C -3.338982 6.128825 -2.268706 0.0 0.0 0.0
C -4.862981 -0.200288 4.029565 0.0 -0.1 0.0
C 2.600835 1.570955 2.914511 0.0 0.0 0.0
C 2.698624 -2.821363 -3.966952 0.1 0.0 0.1
C 1.635220 -1.972925 -4.144916 -0.1 0.1 0.0
C 0.287205 -4.025308 -1.486329 0.1 -0.2 0.0
C 1.399713 -4.694120 0.980651 0.0 0.0 -0.1
C 1.188446 -1.188416 -3.066355 0.0 0.0 0.0
C -2.707649 5.830667 -1.067950 0.0 0.0 0.0
C 1.083749 -5.156074 -1.362168 0.0 0.0 -0.1
C -4.320199 -1.237888 3.059157 0.0 0.0 0.0
C 0.264325 -0.146191 -3.317913 -0.2 0.0 0.2
C -2.465083 4.120127 -3.252444 0.0 -0.1 0.0
C 0.073504 -3.228025 -0.371831 -0.4 0.2 -0.2
C -2.762440 -0.155323 1.489940 0.3 0.2 -0.1
C -3.217999 5.274347 -3.358020 0.0 0.0 0.0
C 2.399401 2.054264 0.233709 -0.1 0.0 0.0
C -1.053466 2.592539 -1.920214 -0.2 -0.2 -0.4
C -1.953156 4.677454 -0.952306 0.0 -0.1 0.0
C 1.515316 1.142941 2.177245 0.1 0.1 0.0
C 1.646814 -5.483684 -0.136798 0.0 0.0 0.0
C 0.228063 0.169460 4.186452 0.1 0.0 0.0
C 3.377638 -2.842555 -2.747250 0.0 0.0 -0.2
H 3.047672 -3.442062 -4.780011 0.0 0.0 0.0
H -5.769763 0.262598 3.641140 0.0 0.0 0.0
H 1.810466 -4.970725 1.942646 0.0 0.0 0.0
H -4.691486 -0.469025 1.099735 0.0 0.0 0.0
H 3.936407 -0.246207 0.273707 -0.1 -0.1 0.0
H -3.429567 -1.722539 3.452693 0.0 0.0 0.0
H 0.358066 -2.969653 1.739794 0.0 0.0 0.0
H 0.009237 0.097240 -4.344727 0.0 0.0 0.0
H -0.163353 -3.777605 -2.438789 0.0 0.0 0.0
H -1.460170 4.435495 -0.020384 0.0 0.0 0.0
H 2.260373 -6.369767 -0.046256 0.0 0.0 0.0
H 4.440193 -1.653545 1.234306 0.0 0.0 0.0
H -2.362465 3.445748 -4.091451 0.0 0.0 0.0
H 1.141665 -1.882083 -5.103375 0.0 0.0 0.0
H 0.393185 1.074278 4.775256 0.0 0.0 0.0
H 4.472223 2.620980 2.829194 0.0 0.0 0.0
H -3.712124 5.511194 -4.290050 0.0 0.0 0.0
H 1.253959 -5.784493 -2.226599 0.0 0.0 0.0
H 4.250201 -3.468332 -2.611258 0.0 0.0 0.0
H 2.271222 2.217780 -0.828407 0.0 0.0 0.0
H -0.748502 -0.240306 4.414596 0.0 0.0 0.0
H -3.927956 7.031911 -2.356014 0.0 0.0 0.0
H -5.055935 -2.014315 2.855644 0.0 0.0 0.0
H 2.650115 1.373848 3.975714 0.0 0.0 0.0
H 1.002379 -0.547275 4.473012 0.0 0.0 0.0
H -4.122371 0.577661 4.215605 0.0 0.0 0.0
H 4.269042 3.079823 0.381542 0.0 0.0 0.0
H -2.804145 6.499184 -0.223520 0.0 0.0 0.0
H 2.711910 -1.341313 0.998826 0.0 -0.1 0.0
H -5.108113 -0.675107 4.978837 0.0 0.0 0.0
```
Forces are in eV/Å.

Output
E_LUMO: -0.2932 Ha
net charge: +2
largest force on an atom: 0.5 eV/A
energy relative to the best compared isomer or geometry (same formula, charge and spin): 0.0 kJ/mol
molar mass: 829.49 g/mol
Kohn-Sham gap: 5.60 eV

=====

| no. | DFT total energy (Ha) |
| --- | --- |
| 1 | -3073.5343 |
| 2 | -3337.8259 |
| 3 | -4619.8013 |